Entry 1:
Computed, not measured: C47H69BMoN12OP as an isolated structure, with ωB97M-V with the def2-TZVPD basis set.

Properties
- ⟨S²⟩: 3.777
- ΔE to the lowest compared entry with this formula, charge and spin: 0.0 kJ/mol
- Orbital gap (alpha / beta): 6.14 / 6.39 eV
- HOMO energy (alpha / beta): -5.73 / -6.00 eV

The geometry in ORCA input format:
```
! RIJCOSX wB97M-V def2-TZVPD def2/J DEFGRID3
* xyz 0 4
Mo 0.4614 -0.2841 0.4634
C 2.1477 -3.6298 -1.8422
C 1.6479 -2.3312 -1.7109
N 1.4427 -2.0373 -0.4341
N 1.7961 -3.1474 0.2899
C 2.2348 -4.1029 -0.5510
B 2.2128 -2.8913 1.7761
N 1.0065 -2.4167 2.6352
C 0.6995 -2.7962 3.8854
C -0.3798 -2.0511 4.3221
C -0.6751 -1.2044 3.2572
N 0.1498 -1.4431 2.2421
N 3.2952 -1.7558 1.7029
C 4.6205 -1.9047 1.4783
C 5.1212 -0.7086 1.0215
C 3.9959 0.1242 0.9639
N 2.8997 -0.5043 1.3604
N 2.8101 -4.1079 2.4670
C 3.7034 -4.1064 3.4931
C 3.8290 -5.3944 3.9403
C 2.9543 -6.1332 3.1109
N 2.3363 -5.3612 2.2320
H 2.4042 -4.1526 -2.7508
H 1.4093 -1.6011 -2.4742
H 2.5584 -5.0557 -0.1629
H 1.2547 -3.5829 4.3745
H -0.8755 -2.1090 5.2782
H -1.4474 -0.4561 3.1490
H 5.1118 -2.8505 1.6530
H 6.1424 -0.4711 0.7713
H 3.9447 1.1626 0.6676
H 4.1530 -3.1876 3.8444
H 4.4567 -5.7545 4.7404
H 2.7490 -7.1962 3.1236
C 0.6493 1.0885 4.9827
C 1.3002 1.3577 3.6241
C 2.8228 1.4466 3.7698
C 0.7259 2.6087 2.9740
C 1.0088 3.8381 3.5720
C 0.4926 5.0290 3.0910
C -0.2956 4.9936 1.9513
C -0.5811 3.7955 1.3033
C -1.3469 3.8744 -0.0121
C -2.7618 4.4230 0.1741
C -0.5999 4.7175 -1.0564
C -0.1208 2.5626 1.8490
N -0.6105 1.3211 1.3446
C -2.0305 1.3159 1.2875
C -2.8576 0.6287 0.4940
N -2.5817 -0.2846 -0.5310
C -3.6935 -0.7280 -1.3359
C -3.7297 -0.4541 -2.7127
C -4.7019 -1.0881 -3.4938
C -5.6335 -1.9511 -2.9537
C -5.6444 -2.1529 -1.5829
C -4.7036 -1.5438 -0.7607
C -4.8585 -1.7388 0.7460
C -6.0210 -0.8854 1.2732
C -5.0800 -3.2031 1.1367
C -2.8589 0.5394 -3.4898
C -1.9639 -0.1597 -4.5230
C -2.0424 1.5337 -2.6787
H 0.9942 0.1350 5.3943
H -0.4405 1.0479 4.9009
H 0.9031 1.8785 5.6963
H 1.0793 0.5132 2.9833
H 3.1032 2.2194 4.4922
H 3.3000 1.6911 2.8176
H 3.2364 0.4934 4.1158
H 1.6283 3.8533 4.4638
H 0.6956 5.9647 3.5980
H -0.6815 5.9217 1.5372
H -1.4275 2.8698 -0.4040
H -2.7444 5.4526 0.5496
H -3.3304 3.8145 0.8812
H -3.2997 4.4275 -0.7790
H -0.3823 5.7263 -0.6868
H -1.2070 4.8156 -1.9609
H 0.3438 4.2534 -1.3500
H -2.5306 1.9956 1.9719
H -3.9074 0.8532 0.6247
H -4.7296 -0.8757 -4.5587
H -6.3580 -2.4474 -3.5895
H -6.3992 -2.7967 -1.1433
H -3.9550 -1.4008 1.2343
H -6.9564 -1.1833 0.7908
H -5.8727 0.1764 1.0730
H -6.1375 -1.0173 2.3541
H -6.0848 -3.5468 0.8703
H -4.9774 -3.3177 2.2198
H -4.3578 -3.8671 0.6564
H -3.5924 1.1267 -4.0476
H -1.2130 -0.7711 -4.0141
H -1.4356 0.5932 -5.1226
H -2.5358 -0.7911 -5.2073
H -1.2153 1.0515 -2.1567
H -2.6634 2.0456 -1.9417
H -1.6273 2.2869 -3.3613
C 4.1814 2.8551 -1.6399
N 2.9956 3.0036 -0.7910
C 3.0655 4.0151 0.2796
C 2.0891 2.0588 -0.7457
N 1.3183 1.1978 -0.7140
H 4.4214 3.8257 -2.0720
H 3.9896 2.1515 -2.4413
H 5.0317 2.5106 -1.0476
H 3.1510 4.9994 -0.1773
H 3.9402 3.8211 0.9013
H 2.1736 3.9778 0.8950
C 1.8280 -0.0312 -5.9196
P 1.7480 0.4929 -4.1586
C 1.9142 2.3084 -4.4217
C 3.4683 0.0218 -3.6818
H 2.6606 0.4418 -6.4493
H 0.8940 0.2266 -6.4234
H 1.9459 -1.1155 -5.9722
H 1.1040 2.6247 -5.0845
H 2.8701 2.5719 -4.8858
H 1.7943 2.8643 -3.4870
H 3.6154 -1.0282 -3.9467
H 3.6139 0.0883 -2.5994
H 4.2265 0.6182 -4.1986
C -1.4180 -2.6798 -2.4244
O -1.0430 -1.4481 -1.8333
C -1.3894 -1.1787 -0.4652
C -1.7630 -2.4643 0.2741
H -2.5018 -2.8254 -2.4459
H -0.9466 -3.5344 -1.9319
H -1.0592 -2.6392 -3.4551
H -0.9269 -3.1636 0.3399
H -2.0779 -2.2262 1.2829
H -2.5890 -2.9748 -0.2219
*
```

---

Entry 2:
Computed, not measured: one molecule with the formula C3H2ClF, with ωB97M-V with the def2-TZVPD basis set.

Properties
- ΔE to the lowest compared entry with this formula, charge and spin: 462.2 kJ/mol
- Orbital gap: 8.01 eV
- HOMO energy: -9.04 eV

The geometry in ORCA input format:
```
! RIJCOSX wB97M-V def2-TZVPD def2/J DEFGRID3
* xyz 0 1
C 1.2758 0.3505 0.7155
C -1.1948 0.3414 -0.8114
C -0.2535 0.2016 0.5199
F 1.8003 -0.4529 -0.2557
Cl -0.4678 -0.3526 -2.0963
H -0.3515 -0.8739 0.5929
H -0.8085 0.7859 1.3350
*
```

---

Entry 3:
Computed, not measured: a 2-piece molecular cluster, C6H16N3O3S overall, with ωB97M-V with the def2-TZVPD basis set.

Properties
- ΔE to the lowest compared entry with this formula, charge and spin: 303.5 kJ/mol
- Orbital gap: 10.29 eV
- HOMO energy: -13.27 eV

The geometry in ORCA input format:
```
! RIJCOSX wB97M-V def2-TZVPD def2/J DEFGRID3
* xyz 1 1
C -0.7176 0.6051 1.9008
C -0.3742 1.3305 -0.8754
C -1.6056 0.4810 -0.4013
C 0.7295 0.6197 -1.5482
C -1.9806 0.6998 1.1031
C 2.3080 -1.1701 -0.7438
N 2.4184 -1.7301 -1.9223
N -2.6395 2.0785 1.3220
N 1.6154 0.0358 -0.6133
O -0.5710 1.5026 2.7797
O 0.1487 -0.3021 1.7135
O 0.6807 -2.9696 -0.1105
S 3.1977 -1.6984 0.6529
H -0.0286 1.9796 -0.0785
H -0.6223 1.9564 -1.7426
H -1.3732 -0.7008 -0.5219
H -2.3778 0.6699 -1.0344
H 1.2635 1.4556 -1.8748
H 0.2977 -0.1673 -2.3112
H -2.6480 -0.0609 1.5147
H 2.8525 -2.6897 -1.9457
H 2.1044 -1.3426 -2.8020
H -3.5650 1.9840 1.8016
H -2.7554 2.4428 0.3351
H -1.1777 2.3124 2.8231
H 1.1985 -2.6852 0.8514
H 1.2606 0.0441 0.3390
H -0.1507 -3.3969 -0.3042
H 2.5116 -1.2842 1.6934
*
```

---

Entry 4:
Computed, not measured: C19H23N7ReS2 as an isolated structure, with ωB97M-V with the def2-TZVPD basis set.

Properties
- ⟨S²⟩: 3.777
- ΔE to the lowest compared entry with this formula, charge and spin: 0.0 kJ/mol
- Orbital gap (alpha / beta): 6.53 / 6.33 eV
- HOMO energy (alpha / beta): -20.14 / -20.62 eV

The geometry in ORCA input format:
```
! RIJCOSX wB97M-V def2-TZVPD def2/J DEFGRID3
* xyz 4 4
Re -0.3944 0.2873 -0.7158
C -1.8756 -4.0256 -3.4157
N -0.5230 -3.4232 -3.3438
C 0.6186 -3.9769 -3.8944
C 1.6422 -3.1556 -3.6201
N 1.1166 -2.0567 -2.9157
C -0.2128 -2.2800 -2.7481
S -1.4432 -1.3453 -1.9671
C 1.9151 -0.9743 -2.4741
C 3.1872 -0.8229 -2.9964
C 4.0493 0.1290 -2.4795
C 3.6298 0.9332 -1.4227
C 2.3425 0.7855 -0.9901
N 1.4659 -0.1261 -1.5174
H -1.8016 -4.9297 -4.0118
H -2.5555 -3.3297 -3.9023
H -2.2145 -4.2760 -2.4128
H 0.6028 -4.9161 -4.4238
H 2.6848 -3.2768 -3.8474
H 3.5174 -1.4453 -3.8132
H 5.0447 0.2333 -2.8947
H 4.2791 1.6632 -0.9588
H 1.9591 1.4070 -0.1838
C 0.4536 3.5709 -2.1683
C -0.9189 3.0056 -2.1618
N -1.3168 1.7766 -1.7597
C -2.7182 1.7100 -1.9290
C -3.1301 2.8846 -2.4343
N -1.9969 3.6628 -2.5691
H 1.2006 2.7816 -2.1480
H 0.6053 4.2354 -1.3153
H 0.6164 4.1508 -3.0772
H -3.3008 0.8330 -1.7036
H -4.1102 3.2294 -2.7213
H -1.9824 4.6045 -2.9457
C -2.9888 -0.1213 6.0612
C -1.6903 0.0399 5.3541
C -0.4493 0.1289 5.9582
C 0.6977 0.2733 5.1878
N 0.6009 0.3390 3.8209
C -0.5622 0.2517 3.3046
S -0.6756 0.3085 1.4917
N -1.7119 0.1034 3.9938
C 2.0582 0.3644 5.7669
H -2.8359 -0.1507 7.1364
H -3.4761 -1.0499 5.7534
H -3.6565 0.7113 5.8263
H -0.3839 0.0827 7.0367
H -2.6051 0.0346 3.5166
H 2.0412 0.3342 6.8523
H 2.5351 1.2882 5.4323
H 2.6662 -0.4617 5.3897
*
```

---

Entry 5:
Computed, not measured: C17H24IrN4O7SeSi as an isolated structure, with ωB97M-V with the def2-TZVPD basis set.

Properties
- ΔE to the lowest compared entry with this formula, charge and spin: 372.4 kJ/mol
- Orbital gap (alpha / beta): 6.60 / 6.84 eV
- HOMO energy (alpha / beta): -5.44 / -5.44 eV

The geometry in ORCA input format:
```
! RIJCOSX wB97M-V def2-TZVPD def2/J DEFGRID3
* xyz -1 1
Ir 0.7799 -0.1841 0.0855
O -1.8367 4.3162 5.1598
C -2.0312 4.4775 3.9434
O -2.6458 5.3308 3.2889
C -1.3610 3.3517 3.0513
C -0.8179 2.2228 3.6521
C -0.2688 1.2333 2.8581
N -0.2373 1.3336 1.5277
C -0.7606 2.4114 0.9463
C -1.3388 3.4440 1.6667
C -0.7611 2.4002 -0.5723
O -1.2701 3.3195 -1.1886
O -0.2699 1.3318 -1.0923
H -0.8330 2.1305 4.7289
H 0.1434 0.3288 3.2892
H -1.7663 4.2849 1.1416
N 2.5315 -0.2398 1.6816
C 2.3454 -1.1780 2.7799
C 0.9819 -1.8909 2.7055
O 0.6750 -2.6357 3.6246
O 0.2673 -1.6514 1.6715
H 3.2710 -0.5058 1.0413
H 2.7025 0.7059 1.9980
H 2.3971 -0.6810 3.7473
H 3.1005 -1.9637 2.7663
C -2.6473 0.0933 -2.3642
N -2.8735 -0.7782 -1.2220
C -4.0064 -0.8162 -0.4543
C -3.8533 -1.8205 0.4401
N -2.6274 -2.3891 0.2099
C -2.0745 -3.5341 0.9157
C -2.0093 -1.7168 -0.7835
Se -0.3085 -2.0353 -1.4730
H -3.4739 0.7951 -2.4373
H -2.5831 -0.5042 -3.2737
H -1.7156 0.6400 -2.2363
H -4.8245 -0.1353 -0.6036
H -4.5173 -2.1759 1.2065
H -2.8492 -3.9733 1.5387
H -1.2364 -3.2146 1.5288
H -1.7171 -4.2635 0.1914
C 2.8967 -2.1723 -3.2020
Si 2.7579 -0.3419 -2.6845
C 4.4017 0.4915 -3.1528
C 1.4139 0.3878 -3.8025
O 2.5175 -0.1730 -1.1147
H 3.1322 -2.2733 -4.2636
H 1.9447 -2.6764 -3.0163
H 3.6671 -2.6948 -2.6305
H 4.6140 0.3451 -4.2139
H 5.2339 0.0806 -2.5776
H 4.3515 1.5646 -2.9589
H 1.7194 0.4005 -4.8510
H 1.1667 1.4069 -3.4991
H 0.5031 -0.2092 -3.7180
*
```

---

Entry 6:
Computed, not measured: a 2-piece molecular cluster, C16H28N6O7P overall, with ωB97M-V with the def2-TZVPD basis set.

Properties
- Orbital gap: 8.69 eV
- HOMO energy: -11.52 eV

The geometry in ORCA input format:
```
! RIJCOSX wB97M-V def2-TZVPD def2/J DEFGRID3
* xyz 1 1
O -2.1501 1.1134 2.9294
O -1.2758 -5.4821 -4.4112
O 2.4999 -2.5319 -3.0064
O -2.4835 1.0811 8.7725
N -0.1903 3.0342 3.4570
O -1.1304 -0.3159 4.3489
O -3.0891 2.2922 6.7252
O -2.8923 -0.2781 6.9067
C -1.3653 0.9240 3.8517
C -0.9170 -4.3838 -4.7999
C 2.0966 -2.3556 -4.1479
C 0.4592 1.2690 -0.2006
C 0.4489 4.1439 3.8631
C -0.5777 2.0978 4.3703
C 0.7817 4.3606 5.1946
C 0.4595 3.4013 6.1454
C -0.2198 2.2422 5.7512
N 1.6381 0.9582 0.2604
N 2.9674 -2.0949 -5.1258
N 0.1278 1.0927 -1.4694
N 0.0520 -3.7268 -4.1577
N -0.4012 1.7754 0.6349
C -1.5719 -3.7663 -6.0203
C 2.6922 -1.8615 -6.5450
C 1.0236 0.6820 -2.5734
C 0.2503 0.0976 -3.7667
C -0.1875 -1.3652 -3.5533
C -0.5281 1.2231 6.8526
C 0.5846 -2.3793 -4.4275
P -2.2639 1.0914 7.3249
H -1.7931 -0.8992 3.9418
H -3.8918 2.2537 7.2617
H -3.2535 -0.5260 7.7743
H 0.7225 4.8930 3.1262
H 1.2949 5.2733 5.4817
H 0.7302 3.5687 7.1859
H 1.8451 1.0884 1.2327
H 2.3051 0.5275 -0.3542
H 3.9353 -2.1310 -4.8412
H -0.8136 1.3451 -1.7194
H 0.4459 -4.2335 -3.3755
H -1.3588 1.9303 0.3728
H -0.1672 1.9791 1.5978
H -0.8377 -3.6787 -6.8179
H -2.3799 -4.4196 -6.3489
H -1.9807 -2.7911 -5.7683
H 2.1382 -0.9309 -6.6807
H 3.6331 -1.7877 -7.0945
H 2.1182 -2.6924 -6.9608
H 1.5697 1.5625 -2.9195
H 1.7511 -0.0560 -2.2292
H 0.8817 0.1606 -4.6536
H -0.6298 0.7146 -3.9546
H -0.0883 -1.6370 -2.5003
H -1.2469 -1.4369 -3.8056
H -0.1890 0.2280 6.5665
H 0.0018 1.4817 7.7709
H 0.4197 -2.1250 -5.4714
*
```